No. 1
{"formula": "C7H15N3", "method": "ωB97M-V with the def2-TZVPD basis set", "multiplicity": 1, "homo_energy_ev": -8.23, "smiles": "C/N=C(\\C)N(C)C.CC#N", "symbols": ["C", "C", "C", "C", "C", "N", "C", "C", "N", "N", "H", "H", "H", "H", "H", "H", "H", "H", "H", "H", "H", "H", "H", "H", "H"], "positions_angstrom": [[1.699, 0.971, -0.383], [0.894, 0.108, 1.713], [-0.992, -3.008, -0.130], [-1.054, 2.775, 0.776], [0.035, -0.880, -1.877], [0.565, 0.350, 0.305], [-1.261, 1.469, 0.160], [-0.105, -0.829, -0.374], [-1.994, 0.706, -0.385], [-0.362, -1.818, 0.383], [2.020, 1.852, 0.177], [1.420, 1.266, -1.390], [2.551, 0.287, -0.452], [1.768, -0.536, 1.818], [1.104, 1.061, 2.200], [0.050, -0.397, 2.170], [-0.434, -3.474, -0.952], [-1.062, -3.727, 0.687], [-2.010, -2.811, -0.479], [-0.192, 3.264, 0.321], [-0.867, 2.657, 1.842], [-1.937, 3.402, 0.639], [-0.737, -1.532, -2.279], [1.020, -1.256, -2.163], [-0.118, 0.100, -2.325]], "forces_ev_per_angstrom": [[-0.3174, -0.5009, -0.0931], [-0.3036, -0.0876, -0.4234], [-0.0108, -0.2316, -0.0957], [0.8652, 0.1664, 0.2389], [-0.8247, 0.4547, 0.1945], [0.2378, -1.2649, -0.2135], [-4.2278, -1.6363, -1.9708], [3.0663, -0.4149, 1.1783], [1.5164, 2.1690, 1.3073], [-0.3251, 1.3020, -0.3740], [-0.0975, -0.0221, -0.0340], [0.0089, 0.1443, -0.0345], [0.1691, -0.0213, -0.0037], [0.1172, -0.1221, 0.0314], [-0.0685, 0.0313, -0.0126], [0.0160, 0.1010, 0.2033], [-0.0288, 0.0395, 0.0604], [0.0075, -0.0357, -0.1285], [0.0304, 0.0822, -0.0256], [-0.0035, 0.1124, 0.1164], [0.0628, 0.0790, 0.0634], [0.0689, -0.2252, -0.0788], [0.0649, -0.0643, -0.0500], [-0.0526, -0.0202, 0.1456], [0.0290, -0.0347, -0.0013]]}



No. 2
{"formula": "C6H15N", "method": "ωB97M-V with the def2-TZVPD basis set", "multiplicity": 1, "homo_energy_ev": -6.61, "symbols": ["C", "C", "N", "C", "C", "C", "C", "H", "H", "H", "H", "H", "H", "H", "H", "H", "H", "H", "H", "H", "H", "H"], "positions_angstrom": [[-2.090, -1.280, 0.636], [-1.873, -0.777, -0.666], [-0.940, -0.079, -1.325], [1.221, 1.021, 1.857], [0.023, 1.024, 0.860], [0.227, 0.025, -0.299], [1.519, 0.044, -1.160], [-3.150, -1.208, 0.874], [-1.754, -2.306, 0.846], [7.149, -0.255, -0.382], [4.432, -1.079, 0.073], [-2.583, -1.469, -1.192], [-0.807, 0.744, -1.896], [1.213, 0.261, 2.655], [2.202, 0.860, 1.389], [1.160, 1.982, 2.388], [-0.141, 2.052, 0.363], [-1.115, 0.802, 1.145], [0.187, -0.965, 0.156], [1.542, -0.549, -2.104], [1.654, 1.050, -1.592], [2.447, -0.251, -0.623]], "forces_ev_per_angstrom": [[1.0775, -0.2115, 0.6037], [-3.0888, -1.1938, -2.1285], [3.3216, -0.5096, 4.3413], [-1.0189, 0.2033, 0.5164], [-1.9280, 0.8995, -2.0353], [0.6829, -1.6145, -1.2507], [0.4853, 0.7963, -0.4513], [-0.4264, -0.9283, -0.9032], [1.0337, 0.9078, 0.9633], [-1.4518, -0.4354, 0.2422], [1.4129, 0.4469, -0.2483], [-0.8576, 2.5134, -1.0572], [-1.7111, -0.5080, -0.7037], [-0.5978, -0.0133, -0.4161], [-0.4165, 0.5424, -0.2194], [0.5311, -0.2426, -0.1742], [0.8504, -1.0682, 0.7839], [2.8930, 0.1877, 0.5470], [0.2345, 0.0047, 0.1824], [-0.6981, -0.2416, 0.9704], [0.2564, 0.0811, 0.4998], [-0.5843, 0.3837, -0.0624]]}



No. 3
{"formula": "C13H12BN", "method": "ωB97M-V with the def2-TZVPD basis set", "multiplicity": 1, "homo_energy_ev": -8.08, "symbols": ["B", "C", "C", "C", "C", "C", "C", "C", "C", "C", "C", "C", "C", "C", "N", "H", "H", "H", "H", "H", "H", "H", "H", "H", "H", "H", "H"], "positions_angstrom": [[-1.079, -1.035, 0.537], [-3.632, 0.182, -1.421], [4.437, 0.969, 0.636], [-1.122, 3.007, -0.579], [-3.044, -0.102, -0.400], [3.389, 0.696, 0.086], [-0.554, 2.382, 0.273], [-0.818, -2.534, 0.220], [0.406, -2.849, -0.297], [1.399, -1.908, -0.637], [1.183, -0.584, -0.246], [-2.488, -0.289, 0.908], [2.167, 0.473, -0.656], [-0.060, 1.569, 1.293], [0.046, -0.248, 0.340], [-4.078, 0.566, -2.288], [5.214, 1.086, 1.226], [-1.434, 3.408, -1.504], [-1.623, -3.182, 0.175], [0.715, -3.755, -0.694], [2.271, -2.320, -1.025], [-3.072, -0.888, 1.552], [-2.484, 0.698, 1.258], [2.470, 0.221, -1.713], [1.729, 1.465, -0.827], [-0.819, 1.184, 1.984], [0.881, 1.789, 1.797]], "forces_ev_per_angstrom": [[-0.6688, -1.1499, 0.6077], [1.1202, -0.2887, 1.3857], [-4.8784, -1.1662, -2.7557], [0.5525, -0.3334, -0.2838], [-2.1468, 0.2600, -1.7477], [1.7063, 0.2690, 1.1488], [-0.4880, 0.7814, -0.2713], [0.6578, 2.7182, -0.2750], [-0.3438, 1.4275, -0.3454], [-2.0109, 1.7427, 2.2553], [1.6027, -1.1361, -0.8856], [1.6527, -1.5733, -1.1939], [0.4811, 0.6414, -2.1158], [0.0137, -3.6808, -0.4759], [0.4743, 3.9338, 2.0301], [-0.2857, -0.0168, -0.6152], [3.3866, 0.6409, 2.2424], [-0.3760, 0.3986, -0.0959], [-1.2213, -1.7163, 0.2897], [-0.2623, -2.3760, -0.1963], [1.5757, 0.1467, -0.9099], [-0.9782, -0.7101, 0.5475], [0.4605, 1.3055, 1.0758], [-0.1096, -0.0050, 0.9339], [-0.4520, -0.2485, 0.3831], [0.4553, 0.3692, -0.1752], [0.0823, -0.2340, -0.5573]]}



No. 4
{"formula": "C5H11O4", "method": "ωB97M-V with the def2-TZVPD basis set", "multiplicity": 2, "s2": 0.75, "homo_energy_ev": [-9.01, -9.00], "symbols": ["O", "H", "C", "C", "C", "C", "O", "C", "O", "O", "H", "H", "H", "H", "H", "H", "H", "H", "H", "H"], "positions_angstrom": [[-0.861, -2.541, -3.235], [-0.268, -3.004, -3.867], [0.860, -1.816, 0.471], [0.118, -0.522, 0.438], [-0.725, -0.220, -0.578], [-1.519, 1.041, -0.704], [-0.626, 2.142, -0.622], [0.400, 0.476, 1.526], [1.740, 0.834, 1.266], [1.920, 1.986, 2.192], [1.524, -1.892, 1.337], [0.140, -2.645, 0.496], [1.423, -1.973, -0.457], [-0.917, -0.963, -1.358], [-1.967, 1.007, -1.709], [-2.290, 1.073, 0.087], [-1.110, 2.957, -0.805], [-0.265, 1.343, 1.474], [0.318, 0.056, 2.539], [2.104, 2.661, 1.510]], "forces_ev_per_angstrom": [[0.2276, -0.2212, -0.2891], [-0.2331, 0.1929, 0.2624], [-0.0701, -0.6936, -0.2044], [-1.2888, 0.6196, -1.1162], [0.5894, -0.8922, 1.1098], [0.1666, -0.2657, -0.3829], [-0.0804, 0.6450, -0.0199], [-0.4838, -0.5124, -0.2558], [0.0683, 1.6004, 1.3385], [0.5398, -0.4934, -1.2487], [-0.0561, -0.0099, -0.2511], [0.1514, 0.0544, 0.2134], [0.1397, 0.1511, 0.3007], [0.2456, 0.1530, 0.2676], [-0.3053, 0.1922, 0.4069], [0.0733, 0.1880, -0.3624], [0.0421, -0.1862, 0.0376], [0.2988, -0.1462, -0.1168], [0.0741, -0.1756, -0.1537], [-0.0992, -0.2003, 0.4642]]}



Energy above the lowest of the compared OMol25 structures with the same formula, charge and spin / kcal/mol: 39.9 314.6 0.0 80.4